Record 1
Molecular formula: C17H50N13O25Si
Method: DFT, wB97M-V/def2-TZVPD

Geometry as XYZ:
```
106
Properties=species:S:1:pos:R:3:forces:R:3:mulliken_charge:R:1
C 0.107 2.963 5.605 -0.06 0.02 -0.29 -1.132
Si 0.022 2.344 3.839 -0.68 0.14 -0.19 0.343
C -1.762 2.581 3.274 0.70 0.24 0.56 -0.780
C 0.428 0.498 3.836 0.32 0.61 0.01 -0.868
O 0.955 3.187 2.748 0.08 -0.56 0.63 -0.494
C 2.051 3.911 3.302 0.66 0.57 -0.72 -0.572
C 1.735 5.425 3.480 -0.59 0.02 0.30 -0.246
N 0.372 5.751 3.775 -0.05 0.14 0.57 -0.770
H 1.027 2.674 6.111 0.02 -0.01 0.15 0.332
H 0.012 4.051 5.570 0.15 0.10 -0.06 0.319
H -0.756 2.559 6.140 0.06 -0.17 0.13 0.453
H -2.406 2.188 4.061 -0.22 -0.29 -0.20 0.151
H -1.981 2.142 2.305 -0.22 -0.05 -0.04 0.256
H -1.910 3.661 3.255 -0.11 0.07 -0.23 0.391
H 0.066 0.057 4.764 -0.10 -0.13 0.00 0.309
H -0.035 0.005 2.988 0.02 -0.19 -0.12 0.081
H 1.509 0.359 3.790 0.06 -0.12 -0.02 0.311
H 2.882 3.815 2.592 0.03 -0.09 -0.01 0.395
H 2.421 3.477 4.236 -0.33 -0.15 0.17 0.221
H 2.170 5.977 2.615 0.07 -0.18 -0.20 0.147
H 2.345 5.740 4.344 0.24 0.06 -0.09 0.188
H -0.231 5.234 3.141 0.11 0.10 -0.28 0.001
C -2.939 -2.961 3.758 0.05 -0.05 -0.01 -0.609
N -2.628 -1.568 4.176 0.06 -0.01 -0.07 0.876
O -2.345 -0.777 3.299 -0.17 0.02 0.08 -0.416
O -2.673 -1.319 5.364 -0.02 0.00 -0.15 -0.565
H -2.861 -3.012 2.682 0.03 0.04 -0.02 0.102
H -2.215 -3.616 4.233 -0.03 0.00 0.07 0.315
H -3.946 -3.191 4.087 0.01 -0.01 0.07 0.303
C -1.126 0.056 -0.387 0.12 0.11 0.09 -0.793
N -0.816 -1.243 -1.042 0.07 -0.09 0.03 1.001
O 0.342 -1.527 -1.245 -0.09 0.03 -0.06 -0.532
O -1.763 -1.955 -1.345 0.00 0.09 -0.04 -0.592
H -0.194 0.570 -0.186 0.06 -0.03 0.03 0.408
H -1.749 0.623 -1.073 -0.08 -0.05 0.03 0.316
H -1.662 -0.161 0.532 -0.07 -0.01 0.02 0.171
C -4.726 4.574 5.204 -0.10 0.00 0.21 -0.681
N -5.451 3.686 4.253 0.14 0.08 0.07 0.895
O -6.539 3.243 4.589 0.08 0.01 -0.02 -0.616
O -4.898 3.460 3.204 -0.24 -0.06 -0.12 -0.482
H -5.330 4.687 6.096 -0.05 -0.03 -0.02 0.316
H -3.773 4.102 5.426 0.06 0.05 -0.12 0.224
H -4.572 5.525 4.706 0.11 -0.04 -0.06 0.303
C -3.952 -4.302 -0.538 -0.08 -0.02 -0.07 -0.617
N -4.001 -4.696 0.899 -0.10 0.11 -0.18 0.873
O -4.906 -4.242 1.570 0.02 -0.06 0.08 -0.505
O -3.134 -5.441 1.305 -0.01 0.04 0.01 -0.511
H -4.790 -3.646 -0.737 -0.03 0.00 0.06 0.291
H -3.009 -3.796 -0.724 0.06 -0.08 0.06 0.205
H -4.020 -5.217 -1.119 0.08 -0.02 0.00 0.293
C 3.885 -2.835 -0.071 0.07 -0.28 0.64 -0.446
N 3.802 -2.229 1.286 -0.08 0.05 0.04 0.963
O 4.634 -1.395 1.587 -0.04 -0.07 0.00 -0.564
O 2.904 -2.609 2.012 0.05 0.01 -0.04 -0.561
H 4.727 -2.410 -0.581 0.14 0.11 0.04 0.287
H 4.015 -3.903 0.075 -0.02 -0.02 0.00 0.277
H 2.961 -2.627 -0.586 -0.16 0.03 0.06 0.076
C 3.919 -1.326 -4.533 0.04 0.17 -0.12 -0.782
N 3.927 -1.768 -3.118 -0.12 0.25 -0.44 1.006
O 3.066 -1.310 -2.401 0.14 -0.07 -0.01 -0.518
O 4.791 -2.564 -2.791 -0.13 0.09 -0.15 -0.582
H 3.096 -0.635 -4.659 -0.01 0.01 0.04 0.331
H 4.869 -0.844 -4.743 0.07 -0.11 0.05 0.293
H 3.788 -2.206 -5.148 0.11 -0.05 -0.03 0.260
C -0.454 -2.198 -5.108 0.06 -0.01 0.18 -0.684
N 0.565 -2.617 -6.112 0.03 -0.03 0.09 0.878
O 1.662 -2.932 -5.703 -0.13 -0.03 -0.12 -0.480
O 0.233 -2.615 -7.281 0.00 0.04 0.04 -0.547
H -0.009 -2.252 -4.121 0.04 -0.02 -0.01 0.192
H -0.750 -1.182 -5.353 -0.06 -0.03 -0.08 0.320
H -1.296 -2.877 -5.199 -0.04 0.04 -0.07 0.311
C -9.813 3.000 4.047 0.21 0.04 0.00 -0.422
N -10.645 4.235 4.088 -0.01 0.02 0.00 0.873
O -10.076 5.302 4.188 -0.06 -0.05 -0.01 -0.516
O -11.850 4.089 4.018 0.05 0.01 0.00 -0.551
H -8.768 3.276 4.118 0.00 0.06 0.01 0.133
H -10.112 2.382 4.888 -0.09 -0.03 -0.04 0.256
H -10.023 2.501 3.107 -0.10 -0.04 0.03 0.264
C 1.211 -3.222 -10.323 -0.15 -0.01 0.12 -0.597
N 1.162 -3.858 -11.667 0.00 0.00 -0.03 0.925
O 0.095 -4.283 -12.059 0.09 0.01 0.01 -0.545
O 2.207 -3.908 -12.287 -0.04 0.02 0.02 -0.555
H 0.220 -3.243 -9.888 -0.03 -0.03 -0.04 0.344
H 1.914 -3.788 -9.720 0.07 0.03 -0.02 0.169
H 1.554 -2.202 -10.464 0.07 -0.01 0.00 0.256
C 6.622 -5.385 -2.915 -0.15 0.10 -0.07 -0.568
N 6.606 -5.831 -1.495 0.00 -0.02 0.06 0.896
O 5.746 -5.379 -0.769 0.10 -0.10 -0.05 -0.500
O 7.463 -6.624 -1.160 -0.05 0.05 -0.02 -0.559
H 5.810 -4.685 -3.065 -0.02 0.03 0.05 0.169
H 7.584 -4.916 -3.095 0.05 -0.07 -0.01 0.288
H 6.503 -6.271 -3.532 0.10 -0.03 0.02 0.287
C 1.339 7.713 6.058 0.06 0.18 -0.05 -0.562
N 0.980 8.473 7.287 0.10 -0.01 -0.08 0.850
O 1.671 9.430 7.599 -0.05 -0.01 0.01 -0.568
O 0.011 8.098 7.915 0.03 0.03 0.03 -0.550
H 2.219 8.171 5.623 0.02 0.05 0.06 0.310
H 1.534 6.687 6.350 -0.20 -0.07 -0.05 0.192
H 0.499 7.740 5.365 -0.02 -0.33 -0.02 0.276
C 5.211 -2.286 -9.391 -0.01 -0.06 -0.17 -0.780
N 4.621 -3.141 -8.324 -0.09 -0.10 0.04 0.882
O 4.118 -4.194 -8.655 0.03 0.05 0.03 -0.533
O 4.681 -2.723 -7.185 0.11 0.01 -0.16 -0.521
H 5.080 -2.788 -10.342 -0.04 -0.04 0.02 0.304
H 4.689 -1.335 -9.370 0.05 0.04 0.08 0.306
H 6.263 -2.154 -9.156 -0.01 0.07 0.07 0.310
```
Positions in Å, forces in eV/Å.

* net charge: -1


Record 2
Molecular formula: C17H50O8
Method: DFT, wB97M-V/def2-TZVPD

Geometry as XYZ:
```
75
Properties=species:S:1:pos:R:3:forces:R:3:mulliken_charge:R:1
C 0.335 -3.314 -3.519 -0.21 -0.30 -0.54 -1.460
C -0.707 -2.406 -2.851 0.35 -0.69 -0.37 0.533
C -2.002 -3.138 -2.524 -0.66 1.00 -0.49 -1.470
O -0.228 -1.782 -1.642 0.06 -0.69 -0.20 -0.288
H 1.141 -2.768 -4.009 0.01 0.18 0.20 0.273
H -0.179 -3.869 -4.310 -0.04 0.19 -0.13 0.475
H 0.783 -4.115 -2.928 -0.13 0.31 0.55 0.274
H -0.930 -1.608 -3.558 -0.01 0.14 0.13 0.135
H -1.914 -3.896 -1.746 0.10 0.01 0.02 0.413
H -2.497 -3.556 -3.402 0.43 -0.32 -0.09 0.432
H -2.699 -2.345 -2.239 -0.05 -0.24 0.57 0.335
H -0.329 -2.513 -1.016 0.26 0.46 0.48 0.203
C -3.895 -0.500 2.208 0.13 -0.54 -0.14 -1.592
C -3.854 0.924 1.708 -3.20 0.70 0.82 2.704
C -5.146 1.341 0.953 0.80 -1.13 -1.33 -1.616
O -3.945 1.835 2.839 1.77 -0.02 0.14 -0.769
H -3.842 -1.229 1.397 0.26 0.15 -0.13 0.290
H -4.838 -0.739 2.708 -0.03 0.34 0.14 0.409
H -3.080 -0.696 2.905 0.04 0.02 -0.06 0.351
H -3.005 1.137 1.064 0.35 0.14 0.55 -1.239
H -4.866 2.169 0.300 -0.38 0.02 -0.14 0.430
H -5.998 1.672 1.545 0.27 -0.10 0.45 0.378
H -5.490 0.478 0.375 -0.08 0.30 -0.38 0.349
H -4.807 1.719 3.240 -0.04 -0.09 0.04 0.376
C 4.866 -1.472 -1.826 0.53 -0.31 -0.33 -1.819
C 3.431 -1.990 -1.839 0.98 0.55 0.54 1.266
C 3.187 -3.121 -0.861 -0.21 -1.19 0.29 -1.142
O 2.616 -0.860 -1.524 -0.59 -0.65 -0.22 -0.248
H 5.577 -2.278 -2.026 -0.13 -0.12 0.04 0.434
H 5.187 -1.004 -0.895 -0.39 -0.04 0.17 0.376
H 5.035 -0.746 -2.624 -0.24 0.10 0.03 0.393
H 3.224 -2.341 -2.855 -0.15 -0.01 -0.01 -0.036
H 3.888 -3.952 -0.985 0.25 0.23 -0.21 0.435
H 2.222 -3.619 -1.008 -0.18 0.34 -0.20 0.185
H 3.207 -2.887 0.205 0.19 0.60 -0.14 0.142
H 1.718 -1.235 -1.464 -0.05 0.56 0.00 -0.030
C 1.751 2.612 -1.111 0.81 0.40 -0.36 -0.770
C 2.803 2.441 0.014 -1.36 -0.67 -1.23 0.115
O 3.845 1.630 -0.457 1.18 0.16 0.09 -0.579
H 2.203 3.008 -2.027 0.35 0.42 0.29 0.358
H 0.967 3.315 -0.825 -0.26 -0.33 0.07 0.399
H 1.403 1.653 -1.497 -0.47 -0.12 0.68 -0.090
H 2.306 1.955 0.860 0.02 0.22 0.19 -0.104
H 3.196 3.415 0.304 0.19 -0.10 0.07 0.345
H 3.522 0.882 -0.976 -0.45 0.00 0.23 0.289
C -1.304 1.660 -3.468 0.14 1.05 -1.42 -0.976
C -1.865 2.370 -2.235 0.74 -1.69 -0.87 0.287
O -2.633 1.335 -1.602 -0.15 0.38 0.62 -0.373
H -0.572 2.228 -4.056 0.02 0.52 0.49 0.425
H -2.081 1.512 -4.221 -0.18 -0.60 0.30 0.384
H -0.740 0.754 -3.248 -0.52 -0.21 0.41 -0.127
H -2.539 3.199 -2.441 0.45 0.28 -0.21 0.491
H -0.969 2.630 -1.669 -0.46 0.49 0.56 -0.211
H -3.339 1.775 -1.120 -0.03 -0.20 0.11 0.105
C -0.692 2.207 4.478 0.47 1.03 0.50 -0.864
C -0.782 3.420 3.512 -0.89 -2.30 0.15 -0.282
O -1.451 2.921 2.345 0.25 0.57 -0.30 -0.427
H -1.660 1.763 4.710 -0.22 0.29 -0.16 0.295
H -0.280 2.581 5.423 0.10 -0.33 0.06 0.381
H -0.073 1.394 4.100 0.18 0.20 -0.17 0.099
H 0.212 3.761 3.232 -0.07 0.14 -0.10 0.309
H -1.371 4.212 3.979 0.18 0.19 -0.04 0.290
H -2.258 2.482 2.660 0.16 0.37 0.01 0.283
C 2.934 -1.871 3.444 0.67 0.07 -0.33 -1.529
C 2.311 -0.868 2.473 -0.15 -1.10 0.33 0.676
O 0.980 -1.328 2.255 -0.31 0.61 0.11 -0.519
H 2.685 -1.759 4.499 -0.38 0.24 -0.12 0.387
H 4.026 -1.822 3.390 -0.01 0.01 -0.04 0.370
H 2.638 -2.872 3.129 0.00 -0.03 0.02 0.323
H 2.826 -0.921 1.508 0.29 0.34 0.15 -0.212
H 2.339 0.149 2.874 -0.02 0.04 -0.12 0.312
H 0.503 -0.598 1.826 -0.11 -0.18 -0.09 0.249
O -0.182 0.430 0.402 -0.01 0.02 -0.05 -0.131
H -0.691 1.194 0.110 -0.01 0.00 0.19 -0.029
H -0.133 -0.145 -0.372 -0.16 -0.05 -0.08 0.166
```
Positions in Å, forces in eV/Å.

* relative energy (zero: lowest compared OMol25 entry of this formula, charge and spin): 28.2 kcal per mole
* structure (SMILES): CC(C)O.CC(C)O.CC(C)O.CCO.CCO.CCO.CCO.O


Number 1: HOMO -2.14 eV, largest force on an atom 1.13 eV/Å. Number 2: HOMO -9.32 eV, largest force on an atom 3.38 eV/Å.